#one
{
  "formula": "C5H14N4",
  "method": "ωB97M-V/def2-TZVPD",
  "elements": ["H", "H", "C", "N", "H", "H", "H", "H", "C", "H", "H", "H", "H", "H", "H", "N", "C", "C", "H", "N", "C", "N", "H"],
  "positions_angstrom": [[0.0133, -0.8158, 2.6127], [2.4154, 0.9633, -1.6398], [0.4111, 0.1441, 1.0191], [0.1154, 1.4437, 1.4355], [1.6180, -1.2783, -1.8334], [1.6934, 2.0611, -0.4253], [2.2214, -1.6264, -0.1828], [-0.4495, 2.0596, 0.8678], [2.0777, 1.0615, -0.6095], [2.9245, 0.8637, 0.0486], [-3.4251, -1.1878, -0.1295], [-2.0943, 2.0429, -0.4631], [-0.0598, 1.5110, 2.4285], [-1.8326, -1.8046, 0.3828], [0.5152, -1.9243, -0.5941], [0.5130, -0.9047, 1.7329], [-2.3612, -1.2268, -0.3809], [1.3739, -1.2842, -0.7712], [-0.1046, 0.3005, -0.8922], [-2.5627, 1.1298, -0.4231], [-1.7488, 0.1476, -0.4919], [0.9875, 0.0863, -0.3627], [-2.2415, -1.7623, -1.3284]],
  "mol_weight_g_mol": 130.195,
  "orbital_gap_ev": 7.2,
  "e_lumo_ev": 0.645,
  "charge": 0,
  "e_homo_ev": -6.5417
}

***

#two
{
  "formula": "C5H14N4",
  "method": "ωB97M-V/def2-TZVPD",
  "elements": ["H", "N", "H", "H", "H", "H", "N", "H", "N", "H", "C", "H", "H", "C", "H", "C", "H", "N", "H", "C", "H", "C", "H"],
  "positions_angstrom": [[2.1968, -0.5311, 0.8853], [-2.6023, 1.4064, -0.0482], [0.2567, 1.3977, -0.9321], [-2.0614, 1.8978, 0.6442], [2.6683, 0.8291, -0.1700], [-2.4377, -1.3909, -1.5483], [-0.4370, -0.3070, -0.0684], [-1.4960, -1.5832, 1.1665], [0.2301, 1.6753, 1.1162], [-0.0907, -0.8599, 1.9732], [-2.1305, 0.2327, -0.5608], [0.1330, -2.1342, 0.7663], [1.6233, -1.9015, -1.1417], [2.0646, -0.0741, -0.0929], [0.8010, 2.5048, 1.0354], [0.3017, 0.8227, -0.0072], [0.3541, 1.2116, 2.0062], [-2.8853, -0.5481, -1.2040], [2.0292, -0.5387, -2.1943], [-0.4649, -1.2572, 1.0241], [-3.6038, 1.5520, -0.1077], [2.2586, -1.0218, -1.2438], [3.2923, -1.3827, -1.2980]],
  "mol_weight_g_mol": 130.195,
  "orbital_gap_ev": 8.6,
  "e_lumo_ev": 0.903,
  "charge": 0,
  "e_homo_ev": -7.6684
}

***

Short version: #one is the least stable of them.

***

#one
{
  "formula": "C5H8",
  "method": "ωB97M-V/def2-TZVPD",
  "elements": ["H", "C", "H", "C", "H", "H", "C", "H", "H", "C", "H", "H", "C"],
  "positions_angstrom": [[0.0146, -1.2412, 1.2895], [-0.6641, -1.0342, 0.4554], [2.5319, 2.2036, 0.1886], [1.6056, 1.8178, -0.2404], [-1.9585, -1.8937, -1.0163], [1.5301, 2.1843, -1.2614], [-0.4127, 0.2999, -0.1460], [1.0269, 0.6762, 1.4391], [-1.3157, 0.9641, -0.0954], [-1.4200, -2.0241, -0.0805], [-1.4615, -3.0263, 0.3310], [-0.3011, 0.1583, -1.2601], [0.8245, 0.9151, 0.3965]],
  "mol_weight_g_mol": 68.119,
  "multiplicity": 2,
  "orbital_gap_ev": [3.5, 8.6],
  "e_lumo_ev": [4.807, 4.662],
  "charge": -1,
  "e_homo_ev": [1.2679, -3.9427]
}

***

#two
{
  "formula": "C5H8",
  "method": "ωB97M-V/def2-TZVPD",
  "elements": ["H", "H", "C", "C", "C", "H", "H", "H", "H", "C", "C", "H", "H"],
  "positions_angstrom": [[-1.5403, 1.3731, -0.3697], [-1.1635, 0.8766, 1.4447], [0.6795, -1.5250, 0.0078], [0.3277, -0.1463, 0.3410], [-0.6330, 1.7861, -0.8760], [-0.3977, -0.8148, 2.0640], [1.2459, 0.8841, -1.3016], [-0.3183, -2.1375, 0.0875], [-0.7371, 2.3243, -1.8199], [-0.4243, 0.0428, 1.4712], [0.3114, 0.9056, -0.6843], [1.1269, -1.6419, -0.9827], [1.5230, -1.9271, 0.6183]],
  "mol_weight_g_mol": 68.119,
  "multiplicity": 2,
  "orbital_gap_ev": [4.0, 7.2],
  "e_lumo_ev": [4.606, 4.525],
  "charge": -1,
  "e_homo_ev": [0.5784, -2.6763]
}

***

Short version: #two is the least stable of them.

***

#one
{
  "formula": "C7H13ClN2O",
  "method": "ωB97M-V/def2-TZVPD",
  "elements": ["H", "O", "H", "C", "N", "H", "H", "H", "C", "H", "H", "C", "C", "H", "C", "H", "C", "Cl", "N", "H", "H", "H", "C", "H"],
  "positions_angstrom": [[2.6228, 1.1709, 1.4220], [-0.9739, -1.7628, -1.1362], [0.2793, 3.6583, -1.0767], [2.1370, 0.8924, 0.5426], [-0.3199, 2.8656, -1.2526], [-0.4446, 0.2700, 1.2633], [1.7083, -0.0568, -1.2834], [-0.9236, -3.0369, 0.4582], [0.0325, 1.7789, -0.6535], [-1.6431, -3.6672, -1.0275], [-1.1667, 2.8651, -1.7688], [-0.3786, -0.7415, 1.0145], [-0.8147, -3.0111, -0.5914], [0.1044, -3.4925, -0.7840], [-0.5478, 0.4818, -1.0495], [0.6558, 1.9448, 1.4549], [1.1189, 1.9745, 0.3489], [3.4196, -1.3215, -0.1250], [-0.7361, -0.6311, -0.3705], [-0.9435, 0.3646, -2.1258], [-1.1112, -1.3904, 1.6546], [1.6852, 2.8786, 0.2418], [2.2320, -0.0474, -0.3420], [0.6218, -1.2537, 1.2411]],
  "mol_weight_g_mol": 176.647,
  "orbital_gap_ev": 6.0,
  "e_lumo_ev": -11.011,
  "charge": 2,
  "e_homo_ev": -16.9776
}

***

#two
{
  "formula": "C7H13ClN2O",
  "method": "ωB97M-V/def2-TZVPD",
  "elements": ["H", "H", "H", "H", "N", "H", "Cl", "O", "H", "H", "H", "H", "C", "C", "C", "H", "C", "C", "C", "H", "H", "H", "C", "N"],
  "positions_angstrom": [[2.2465, 1.1151, 1.1021], [1.9157, -1.3734, 0.9833], [0.5494, -1.8539, -1.7512], [1.2094, -3.0152, 0.5482], [1.1515, 1.0080, 1.3136], [0.0347, 3.1636, -0.3277], [-3.7120, 0.4034, 0.1448], [-0.0814, -1.3393, 0.8402], [0.9045, -0.1170, -2.2108], [-0.3861, 1.9432, -1.5830], [1.8799, -0.9761, -1.0111], [1.0311, 0.5902, 2.2154], [0.1893, 1.1769, 0.4137], [1.1384, -2.0887, 1.1669], [-2.1281, 0.6209, -0.0737], [-1.8582, -1.3174, -0.8482], [-0.2517, 2.2005, -0.5688], [0.9278, -0.8792, -1.3790], [-1.4301, -0.3221, -0.8825], [-1.3495, -0.0556, -1.9911], [0.9808, -2.1328, 2.2309], [-1.6947, 2.1398, 1.4315], [-1.2796, 1.6612, 0.5472], [0.0123, -0.5521, -0.3107]],
  "mol_weight_g_mol": 176.647,
  "orbital_gap_ev": 7.4,
  "e_lumo_ev": -10.325,
  "charge": 2,
  "e_homo_ev": -17.7740
}

***

Short version: #two is the least stable of them.